Molecular formula: C27H40Cl29FN4O6P3S
Method: DFT, the ωB97M-V functional and the def2-TZVPD basis

Output
HOMO	-4.177	eV
total charge	-1
LUMO energy	0.0509	hartree
energy relative to the best compared isomer or geometry (same formula, charge and spin)	0.0	kcal per mole
energy	-451460.4407	eV

Atoms and positions in Å:
C -2.18770 -0.19425 4.23401
C -1.08242 -0.39106 5.26711
C 0.28080 0.12826 4.87750
O 1.27674 -0.48960 5.11749
O 0.29353 1.35309 4.32963
C 0.95619 1.48213 3.00847
C -0.01540 1.06475 1.94039
P -0.00214 1.65349 0.08816
C 0.01282 2.11742 -1.77893
C -1.27827 2.62758 -2.44126
C -1.63880 1.95995 -3.77095
F -2.99790 1.59628 -3.79724
C -1.62938 0.62186 -0.10947
C -1.99474 -0.30405 -1.28535
C -2.27124 -1.75007 -0.81983
C -1.94842 -2.86237 -1.83543
C -0.86813 -3.88263 -1.40342
C 0.19158 -4.07617 -2.48400
C 1.53481 -4.70548 -2.08240
S 2.06591 -4.47956 -0.36482
C 3.61905 -3.73322 -0.46426
N 4.71237 -4.28433 -0.04364
N 5.72746 -3.36306 -0.23914
C 5.16572 -2.33140 -0.75649
O 3.84138 -2.47832 -0.94183
C -0.94695 3.25826 0.68374
C -1.10821 4.55252 -0.06107
C -0.00600 5.26481 -0.80507
N -2.26439 5.09314 0.00019
P 2.09662 2.91791 0.16839
O 1.85010 4.18272 1.25402
Cl 3.63235 1.92614 1.23984
P 1.40277 -0.20077 -0.45721
N 0.69880 -1.40484 -1.20164
O 2.63671 0.31313 -1.39369
O 2.07865 -0.85838 0.87515
H -2.33678 0.83918 3.94637
H -3.13285 -0.53728 4.66324
H -2.03088 -0.81496 3.35145
H -0.97511 -1.45589 5.46647
H -1.39106 0.07833 6.20486
H 1.81924 0.82101 3.05252
H 1.31123 2.50495 2.99097
H -0.11446 -0.02450 1.99812
H -0.99734 1.39424 2.28997
H 0.30256 1.20156 -2.30557
H 0.82468 2.79664 -2.03339
H -2.17472 2.61909 -1.82307
H -1.11800 3.67711 -2.69790
H -1.05388 1.05830 -3.95647
H -1.54506 2.67016 -4.59391
H -2.40897 1.38539 -0.12944
H -1.86306 0.07558 0.80416
H -1.30676 -0.32445 -2.12610
H -2.94555 0.02305 -1.72096
H -3.34001 -1.82211 -0.59795
H -1.74688 -1.95590 0.11494
H -2.86866 -3.43724 -1.97545
H -1.69763 -2.43258 -2.80408
H -0.43974 -3.52761 -0.46851
H -1.36164 -4.83897 -1.21038
H -0.23810 -4.76764 -3.21779
H 0.33200 -3.14220 -3.02677
H 2.30399 -4.36088 -2.77317
H 1.48474 -5.78249 -2.23509
H 5.64011 -1.40481 -1.03185
H -1.95469 3.00829 1.02088
H -0.49442 3.52364 1.64873
H 0.84200 4.66276 -1.11381
H 0.38515 6.05363 -0.15994
H -0.41971 5.75403 -1.68823
H -2.27511 5.97052 -0.52227
H 2.68058 4.35475 1.71504
H 1.04325 -1.56989 -2.13891
H 3.11218 -0.49404 -1.64454
H 1.49320 -1.58471 1.13133
C 3.44844 -8.46945 -3.82593
Cl 1.98145 -9.35203 -3.38441
Cl 4.78266 -9.61126 -4.02389
Cl 3.17701 -7.61483 -5.35065
Cl 3.84039 -7.31150 -2.56379
C -2.18272 -1.28496 -6.47787
Cl -3.24105 -2.01214 -7.69883
Cl -0.74630 -2.29964 -6.27223
Cl -1.68664 0.32008 -7.02853
Cl -3.03077 -1.15505 -4.94970
C -4.58054 3.33462 5.54463
Cl -4.22018 2.87160 3.88846
Cl -4.53859 5.09040 5.70290
Cl -6.20421 2.75126 5.97306
Cl -3.38274 2.61455 6.62387
C -0.89071 2.75580 -10.23693
Cl -2.37732 1.88559 -10.62039
Cl -0.72411 2.88579 -8.48645
Cl 0.49238 1.87775 -10.89507
Cl -0.95274 4.37322 -10.94521
C -5.65510 2.74859 10.81618
Cl -5.95597 2.70344 9.08129
Cl -6.88486 1.79760 11.66031
Cl -4.05843 2.07363 11.15393
Cl -5.71732 4.42069 11.38540
C 8.61950 -6.67561 -0.72845
Cl 8.51506 -8.02351 0.41665
Cl 9.89592 -5.56849 -0.19961
Cl 9.04244 -7.31661 -2.32990
Cl 7.09210 -5.82832 -0.79696
C 0.47738 5.31708 5.42683
Cl 1.20907 5.14833 3.83605
Cl 0.14327 7.02914 5.75334
Cl -1.02858 4.40909 5.47781
Cl 1.58039 4.69456 6.66078

Molecular formula: C27H40ClF6IN3O13S
Method: DFT, the ωB97M-V functional and the def2-TZVPD basis

Output
HOMO	-11.531	eV
total charge	+1
LUMO energy	-0.2129	hartree
energy relative to the best compared isomer or geometry (same formula, charge and spin)	0.0	kcal per mole
energy	-107485.4868	eV

Atoms and positions in Å:
N -1.35290 -4.63452 2.98519
C -1.73825 -3.99167 2.11410
O -2.31696 -3.17846 1.24877
C -1.97577 -1.86970 1.36786
N -0.80244 -1.61384 1.85956
N -0.49650 -0.36397 1.97149
F 0.69042 -0.17519 2.53857
C -1.19598 0.70265 1.62636
Cl -0.58375 2.21672 1.84788
C -2.49729 0.44661 1.06481
I -3.61948 2.07627 0.48305
C -2.89406 -0.87202 0.94376
S -4.52797 -1.34632 0.29134
O -4.84302 -0.54083 -0.83962
O -4.59593 -2.76001 0.13043
C -5.64221 -0.97855 1.74232
F -5.98119 0.30325 1.79155
F -4.91453 -1.28496 2.83407
C -6.93667 -1.86243 1.69109
F -7.31637 -2.04534 0.43646
F -6.74966 -3.00945 2.31033
F -7.89703 -1.19146 2.33097
O 1.55311 1.33759 0.29422
C 2.76648 1.37400 0.19831
O 3.29297 1.77666 -0.94545
C 4.70505 2.05482 -1.10399
C 5.48883 0.81120 -1.44202
C 3.66490 0.90062 1.31355
H 5.09266 2.56261 -0.22244
H 4.76330 2.76907 -1.92103
H 5.44358 0.07213 -0.64115
H 6.53013 1.06716 -1.61292
H 5.08794 0.34069 -2.34160
H 3.84876 -0.16661 1.19329
H 3.15622 1.06674 2.26118
H 4.61953 1.41465 1.35905
O -9.64515 -0.84787 -5.82480
C -8.86727 -1.56173 -5.25996
O -9.20754 -2.06293 -4.05050
C -8.44406 -3.06499 -3.37882
C -7.33722 -2.45737 -2.54141
C -7.49186 -1.84989 -5.81784
H -8.06759 -3.80838 -4.08242
H -9.15739 -3.57842 -2.73549
H -6.61076 -1.92986 -3.16063
H -6.81147 -3.23039 -1.97970
H -7.75683 -1.73436 -1.84643
H -6.80447 -1.07980 -5.46923
H -7.55341 -1.79852 -6.90145
H -7.09922 -2.82864 -5.55302
O -5.54338 3.69906 5.33496
C -6.66888 3.35250 5.10349
O -7.06894 3.30247 3.81415
C -8.30343 2.70669 3.39684
C -9.45761 3.68417 3.45693
C -7.66166 3.04926 6.19910
H -8.50544 1.79772 3.96584
H -8.13198 2.40078 2.36502
H -9.65113 4.01338 4.47762
H -10.36546 3.22343 3.06756
H -9.23221 4.56965 2.86310
H -8.16903 3.97258 6.47610
H -7.11011 2.68268 7.06063
H -8.40250 2.29923 5.93318
O 6.59751 -1.20443 1.50539
C 6.90310 -2.22952 0.95424
O 7.21408 -2.18814 -0.35345
C 7.77378 -3.29756 -1.06763
C 6.70401 -4.22478 -1.60368
C 6.85954 -3.56217 1.66245
H 8.50433 -3.82364 -0.45246
H 8.32291 -2.84820 -1.89315
H 6.13194 -4.68643 -0.79841
H 7.15467 -5.01707 -2.20105
H 6.00472 -3.66987 -2.22929
H 5.85946 -3.98173 1.55845
H 7.05889 -3.38989 2.71678
H 7.58882 -4.28156 1.29904
O 7.60947 3.15527 -1.79535
C 8.80719 3.23233 -1.89055
O 9.33111 3.66796 -3.04620
C 10.71999 3.98351 -3.20831
C 11.53908 2.76644 -3.58162
C 9.72428 2.77145 -0.78295
H 11.10758 4.48475 -2.32095
H 10.74613 4.71221 -4.01629
H 11.52639 2.01519 -2.79153
H 12.57474 3.05045 -3.76752
H 11.13606 2.30394 -4.48242
H 9.93115 1.71040 -0.91973
H 9.20591 2.90643 0.16269
H 10.66326 3.31606 -0.72863